(1)
Density functional theory data (ωB97M-V with the def2-TZVPD basis set) for an isolated ion of composition C5H9FO5PS and charge -1.

2S+1: 1
Max |F|, Eh/bohr: 0.0579
Total energy, eV: -38409.153
E_HOMO, eV: -4.62
HOMO-LUMO gap, eV: 8.0
Net charge: -1

The geometry in XYZ format:
```
22
C5H9FO5PS, DFT ωB97M-V with the def2-TZVPD basis set
C -0.848 0.786 0.202
C 2.013 0.113 -1.059
C 2.291 -0.509 1.381
C 1.294 -0.279 0.251
C -1.450 1.968 -0.191
O -0.695 -2.404 1.227
O -1.575 -0.278 0.023
O -2.818 -2.513 0.144
O -0.821 -2.425 -1.238
O 0.387 0.701 0.692
F -0.777 3.251 0.112
P -3.248 2.326 -0.258
S -1.446 -2.115 0.042
H 2.957 0.848 -0.941
H 2.475 -0.883 -1.389
H 1.380 0.664 -1.815
H 1.740 -0.576 2.375
H 3.150 0.227 1.170
H 2.714 -1.431 1.269
H 0.700 -1.218 0.066
H -3.822 1.074 -0.374
H -3.603 2.671 -1.688
```



(2)
Density functional theory data (ωB97M-V with the def2-TZVPD basis set) for a single C5H10O molecule.

2S+1: 1
Max |F|, Eh/bohr: 0.0116
Total energy, eV: -7392.115
E_HOMO, eV: -8.28
HOMO-LUMO gap, eV: 9.4

The geometry in XYZ format:
```
16
C5H10O, DFT ωB97M-V with the def2-TZVPD basis set
C -0.333 -1.511 -1.235
C 0.332 -0.755 -0.101
C 0.295 -1.447 1.246
C 0.359 1.487 0.530
O -0.325 0.546 -0.070
C -0.225 2.792 0.076
H -0.447 -0.847 -2.097
H -1.326 -1.876 -0.951
H 0.284 -2.363 -1.532
H 1.371 -0.537 -0.360
H -0.731 -1.667 1.561
H 0.777 -0.820 2.002
H 0.846 -2.392 1.176
H -0.176 3.565 0.847
H 0.512 3.083 -0.690
H -1.212 2.744 -0.402
```



(3)
Density functional theory data (ωB97M-V with the def2-TZVPD basis set) for a 10-piece molecular cluster, C44H76O12 overall.

2S+1: 1
Max |F|, Eh/bohr: 0.0604
Total energy, eV: -71425.193
E_HOMO, eV: -7.92
HOMO-LUMO gap, eV: 8.4

The geometry in XYZ format:
```
132
C44H76O12, DFT ωB97M-V with the def2-TZVPD basis set
C -1.461 -1.541 -5.280
C -1.467 -0.221 -4.766
C -2.453 0.702 -5.109
C -3.317 0.318 -6.144
C -3.181 -0.877 -6.833
C -2.304 -1.869 -6.329
O -2.365 -3.103 -6.858
O -2.498 1.881 -4.351
H -0.707 -2.174 -4.821
H -0.839 0.017 -3.918
H -3.973 1.067 -6.561
H -3.764 -1.041 -7.743
H -1.498 -3.485 -6.967
H -3.201 2.429 -4.640
C -3.108 2.578 -1.291
C -3.873 2.531 -0.189
C -3.604 3.422 0.858
C -2.554 4.384 0.722
C -1.842 4.406 -0.429
C -2.067 3.481 -1.481
O -1.143 3.370 -2.461
O -4.397 3.266 1.953
H -3.248 1.878 -2.082
H -4.672 1.825 0.065
H -2.305 5.047 1.555
H -1.017 5.068 -0.522
H -1.531 2.947 -3.233
H -4.101 3.999 2.546
C 4.442 1.646 1.114
C 4.403 1.900 -0.442
C 5.829 1.710 -0.818
O 6.535 2.222 0.265
C 5.948 1.717 1.454
H 4.022 0.672 1.330
H 3.861 2.400 1.669
H 4.105 2.957 -0.579
H 3.630 1.260 -0.860
H 6.097 2.254 -1.708
H 6.066 0.658 -1.025
H 6.201 2.427 2.247
H 6.290 0.650 1.760
C 1.546 5.046 -0.822
C 1.341 4.121 0.402
C 1.830 5.013 1.526
O 1.369 6.329 1.256
C 1.283 6.408 -0.190
H 0.822 4.784 -1.572
H 2.608 4.967 -1.158
H 1.946 3.227 0.267
H 0.322 3.773 0.595
H 2.932 5.065 1.515
H 1.584 4.687 2.527
H 2.006 7.199 -0.450
H 0.250 6.740 -0.369
C -2.365 -0.329 5.463
C -2.734 0.831 4.540
C -1.976 0.571 3.232
O -1.233 -0.647 3.439
C -1.932 -1.370 4.479
H -3.171 -0.579 6.193
H -1.558 -0.084 6.126
H -2.366 1.691 5.070
H -3.773 1.016 4.281
H -1.220 1.346 3.051
H -2.737 0.487 2.482
H -1.259 -2.209 4.763
H -2.795 -1.805 3.982
C 1.776 -1.098 4.788
C 2.098 -2.047 3.616
C 3.465 -1.618 3.208
O 3.522 -0.155 3.369
C 2.572 0.154 4.493
H 2.146 -1.517 5.746
H 0.708 -1.039 4.853
H 1.308 -1.901 2.924
H 2.069 -3.113 3.830
H 3.680 -1.807 2.191
H 4.168 -2.061 3.921
H 2.059 1.095 4.264
H 3.195 0.318 5.362
C -4.651 -1.367 -3.259
C -3.829 -1.154 -1.932
C -4.637 -1.888 -0.908
O -6.027 -1.776 -1.317
C -5.961 -1.930 -2.784
H -4.124 -2.058 -3.899
H -4.860 -0.403 -3.751
H -3.756 -0.084 -1.697
H -2.813 -1.546 -2.091
H -4.570 -1.516 0.095
H -4.370 -2.967 -0.884
H -6.838 -1.386 -3.094
H -6.137 -2.975 -3.032
C 3.596 -2.333 -2.208
C 4.755 -3.308 -2.580
C 4.225 -4.640 -2.080
O 2.874 -4.482 -1.796
C 2.767 -3.171 -1.286
H 3.021 -2.037 -3.082
H 4.031 -1.478 -1.665
H 5.633 -2.987 -2.063
H 4.901 -3.304 -3.658
H 4.789 -4.976 -1.167
H 4.364 -5.462 -2.765
H 3.119 -3.156 -0.260
H 1.739 -2.853 -1.301
C 0.032 -4.026 1.045
C -0.739 -5.176 1.702
C -2.059 -4.510 2.079
O -2.263 -3.482 1.086
C -0.990 -2.868 0.966
H 0.366 -4.241 0.032
H 0.871 -3.771 1.682
H -0.305 -5.705 2.517
H -0.970 -5.894 0.917
H -2.056 -4.155 3.117
H -2.875 -5.178 2.025
H -0.729 -2.143 1.726
H -1.005 -2.301 0.021
C 0.837 0.456 1.139
C -0.437 0.800 0.414
C 0.036 0.614 -1.022
O 0.904 -0.529 -1.022
C 1.551 -0.515 0.250
H 0.668 0.120 2.156
H 1.474 1.382 1.257
H -0.821 1.768 0.652
H -1.213 0.107 0.694
H 0.595 1.513 -1.273
H -0.774 0.437 -1.748
H 2.599 -0.191 0.129
H 1.643 -1.538 0.631
```



(4)
Density functional theory data (ωB97M-V with the def2-TZVPD basis set) for a 2-piece molecular cluster, C3H10NOS overall.

2S+1: 1
Max |F|, Eh/bohr: 0.0729
Total energy, eV: -17645.984
E_HOMO, eV: -2.83
HOMO-LUMO gap, eV: 6.9
Net charge: -1

The geometry in XYZ format:
```
16
C3H10NOS, DFT ωB97M-V with the def2-TZVPD basis set
C -1.231 0.098 -2.542
C -1.112 0.895 -1.183
S 0.673 1.403 -0.764
H -0.961 -0.952 -2.483
H -0.643 0.548 -3.346
H -2.292 0.268 -2.868
H -1.580 1.878 -1.320
H -1.472 0.431 -0.276
H 0.248 0.306 1.014
N 1.689 -1.330 1.397
C 0.906 -0.544 2.448
O -0.062 0.315 1.995
H 1.073 -1.504 0.593
H 2.320 -0.578 1.059
H 0.732 -1.246 3.307
H 1.712 0.013 2.969
```



(5)
Density functional theory data (ωB97M-V with the def2-TZVPD basis set) for C5H16BeN6O9S as an isolated structure.

2S+1: 1
Max |F|, Eh/bohr: 0.1721
Total energy, eV: -44052.356
E_HOMO, eV: -1.33
HOMO-LUMO gap, eV: 6.4
Net charge: -2

The geometry in XYZ format:
```
38
C5H16BeN6O9S, DFT ωB97M-V with the def2-TZVPD basis set
Be -1.608 1.054 -0.396
O -0.891 -4.746 2.238
C -0.415 -3.840 1.613
C -0.461 -0.264 2.114
O -0.922 0.004 0.574
H 0.677 -3.605 1.746
H -0.983 -3.261 0.828
H 0.603 0.154 2.035
H -0.867 0.648 2.699
S -0.585 3.302 -0.323
O -0.787 4.542 -1.237
O -1.835 2.685 0.278
O -0.221 1.803 -1.299
O 0.463 3.438 0.550
C -3.899 0.147 -0.885
O -2.928 0.829 -1.255
N -3.736 -1.033 -0.364
N -5.207 0.636 -1.111
H -1.460 -0.793 0.551
H -4.497 -0.985 0.344
H -5.707 -0.178 -1.381
H -5.353 1.470 -1.619
C 1.461 -0.747 -2.496
O 2.462 -1.471 -2.561
N 0.604 -0.928 -1.473
N 0.945 0.115 -3.401
H 0.371 0.033 -1.032
H 0.931 -1.641 -0.831
H 0.329 0.765 -2.956
H 1.401 0.522 -4.155
C 4.139 -0.292 1.826
O 4.354 -1.418 2.251
N 4.628 0.823 2.497
N 3.714 -0.101 0.539
H 4.283 1.728 2.180
H 4.657 0.697 3.489
H 3.120 -0.851 0.172
H 3.218 0.761 0.250
```



(6)
Density functional theory data (ωB97M-V with the def2-TZVPD basis set) for C4H8KO3 as an isolated structure.

2S+1: 1
Max |F|, Eh/bohr: 0.1050
Total energy, eV: -26738.237
E_HOMO, eV: -13.24
HOMO-LUMO gap, eV: 9.6
Net charge: +1

The geometry in XYZ format:
```
16
C4H8KO3, DFT ωB97M-V with the def2-TZVPD basis set
H -0.103 -1.707 -1.670
O 0.714 0.037 -0.453
O -0.620 1.625 -1.158
C -0.164 1.068 -0.190
O -0.530 1.099 1.044
C -1.606 2.003 1.401
C 0.450 -1.277 -0.265
C 1.696 -2.010 0.004
H -1.526 2.128 2.481
H -1.472 2.954 0.875
H -2.557 1.542 1.115
H -0.538 -1.464 0.166
H 1.807 -2.760 -0.795
H 2.573 -1.363 -0.118
H 1.610 -2.501 0.987
K 0.265 0.624 -3.425
```